[1]
A structure of composition C29H35CoN3O2S2. Source: the Open Molecules 2025 dataset; level of theory: ωB97M-V with the def2-TZVPD basis set.

Last column: Löwdin charge in e.
Atoms and positions in Å:
Co 0.04 -0.17 -0.36  0.546
C -0.54 1.42 3.68  -0.011
C -0.78 0.72 2.37  -0.235
N 0.22 0.54 1.52  -0.017
N 1.42 0.97 1.93  -0.045
C 2.38 0.96 1.01  -1.049
S 2.28 0.53 -0.63  0.668
S 3.97 1.43 1.56  0.943
C 3.61 2.54 2.96  -0.398
C 3.30 3.93 2.49  -0.298
C 2.02 4.28 2.07  -0.047
C 1.76 5.56 1.61  -0.078
C 2.77 6.51 1.57  -0.083
C 4.05 6.17 1.98  -0.073
C 4.31 4.88 2.44  -0.044
C -2.10 0.24 2.05  -0.071
C -3.02 0.08 3.13  -0.031
C -4.31 -0.30 2.94  -0.040
C -4.82 -0.52 1.64  -0.044
C -4.01 -0.37 0.56  0.015
C -2.62 -0.02 0.70  -0.309
O -1.95 0.08 -0.37  -0.054
H 0.27 2.13 3.57  0.058
H -0.24 0.70 4.45  0.107
H -1.43 1.94 4.01  0.087
H 4.52 2.52 3.56  0.081
H 2.80 2.09 3.54  0.069
H 1.23 3.54 2.08  0.086
H 0.76 5.82 1.29  0.097
H 2.56 7.51 1.21  0.105
H 4.84 6.90 1.96  0.107
H 5.31 4.62 2.76  0.115
H -2.66 0.24 4.13  0.110
H -4.96 -0.44 3.80  0.115
H -5.85 -0.80 1.50  0.117
H -4.36 -0.53 -0.45  0.126
C -2.15 3.42 -1.47  -0.145
C -1.03 3.69 -2.47  -0.143
C 0.12 2.81 -1.98  -0.196
O -0.24 2.36 -0.65  -0.244
C -1.35 3.14 -0.21  -0.190
H -2.71 2.52 -1.75  0.114
H -2.84 4.25 -1.36  0.119
H -0.74 4.74 -2.44  0.115
H -1.31 3.46 -3.50  0.113
H 1.07 3.34 -1.92  0.119
H 0.26 1.92 -2.60  0.100
H -0.99 4.07 0.24  0.123
H -1.88 2.57 0.55  0.107
C 3.35 -2.83 -1.51  0.011
N 2.54 -3.15 -2.72  -0.185
C 3.27 -2.78 -3.96  0.009
C 1.15 -2.53 -2.68  -0.094
C 0.38 -3.07 -1.51  -0.288
C 0.11 -4.43 -1.49  -0.066
C -0.47 -5.02 -0.38  -0.078
C -0.77 -4.22 0.71  -0.076
C -0.53 -2.86 0.67  -0.111
C 0.05 -2.22 -0.44  -0.148
H 4.24 -3.46 -1.52  0.110
H 2.75 -3.03 -0.63  0.104
H 3.62 -1.78 -1.54  0.061
H 2.39 -4.16 -2.72  0.165
H 3.37 -1.70 -3.98  0.112
H 2.69 -3.12 -4.82  0.107
H 4.25 -3.25 -3.95  0.108
H 0.70 -2.78 -3.64  0.137
H 1.31 -1.45 -2.62  0.097
H 0.33 -5.05 -2.36  0.112
H -0.68 -6.08 -0.37  0.106
H -1.22 -4.67 1.59  0.106
H -0.80 -2.27 1.54  0.085

As for the electronic energy: -3619.6734 Ha. For the lowest unoccupied orbital energy (alpha / beta), the calculation gives -2.7 / -5.3 eV. The calculation puts the highest occupied orbital energy (alpha / beta) at -0.3689 / -0.3874 Ha. The expectation value of S² is 6.083. The net charge is +1. Its spin multiplicity is 5.



[2]
The molecule C29H35F3N2O4. Source: the Open Molecules 2025 dataset; level of theory: ωB97M-V with the def2-TZVPD basis set.

Last column: Löwdin charge in e.
Atoms and positions in Å:
C 1.12 -1.26 1.66  -0.049
C 1.06 -2.11 0.39  -0.210
O 1.16 -1.37 -0.82  -0.068
C 0.02 -0.66 -1.21  -0.310
O -0.27 0.42 -0.35  -0.001
C 0.55 1.51 -0.49  -0.168
C 0.54 2.42 0.71  -0.389
O 1.60 2.78 1.20  0.074
N -0.66 2.80 1.20  -0.035
C -1.96 2.44 0.68  -0.111
C -2.57 1.35 1.56  -0.161
N -2.64 1.81 2.94  -0.148
C -3.33 0.87 3.81  -0.149
C -2.66 -0.48 3.91  -0.220
C -1.67 -0.71 4.87  -0.050
C -0.99 -1.91 4.90  -0.084
C -1.28 -2.90 3.98  -0.104
C -2.26 -2.69 3.03  -0.087
C -2.95 -1.49 3.00  -0.055
C -1.33 2.20 3.43  -0.160
C -0.75 3.30 2.55  -0.109
C 1.37 1.70 -1.52  0.029
C 1.47 0.75 -2.67  -0.201
C 2.76 -0.04 -2.67  -0.172
C 3.62 -0.03 -1.58  -0.005
C 4.79 -0.77 -1.59  0.008
C 5.10 -1.53 -2.71  -0.126
C 6.37 -2.32 -2.76  -0.587
F 6.87 -2.61 -1.55  0.134
F 7.36 -1.67 -3.42  0.133
F 6.23 -3.50 -3.40  0.131
C 4.26 -1.53 -3.82  -0.005
C 3.10 -0.79 -3.79  -0.016
C 0.24 -0.19 -2.65  -0.178
C -0.99 0.56 -3.20  -0.145
C -2.28 -0.25 -3.21  -0.171
C -3.44 0.60 -3.74  -0.275
O -3.68 1.64 -2.83  -0.068
H 1.23 -1.91 2.52  0.071
H 0.22 -0.67 1.78  0.056
H 1.98 -0.59 1.61  0.084
H 0.13 -2.70 0.38  0.119
H 1.91 -2.79 0.35  0.125
H -0.87 -1.31 -1.12  0.163
H -2.59 3.33 0.72  0.133
H -1.89 2.10 -0.35  0.113
H -1.96 0.44 1.46  0.109
H -3.58 1.14 1.22  0.129
H -4.34 0.75 3.42  0.123
H -3.40 1.33 4.80  0.123
H -1.45 0.05 5.60  0.112
H -0.23 -2.08 5.65  0.104
H -0.74 -3.84 4.00  0.103
H -2.50 -3.46 2.31  0.102
H -3.73 -1.33 2.27  0.111
H -0.62 1.35 3.44  0.125
H -1.44 2.57 4.45  0.126
H -1.40 4.18 2.57  0.130
H 0.26 3.57 2.88  0.123
H 2.01 2.57 -1.52  0.137
H 1.44 1.32 -3.60  0.156
H 3.38 0.56 -0.70  0.118
H 5.45 -0.77 -0.74  0.121
H 4.52 -2.12 -4.69  0.121
H 2.45 -0.79 -4.65  0.119
H 0.43 -1.07 -3.26  0.154
H -0.76 0.87 -4.22  0.127
H -1.16 1.46 -2.61  0.114
H -2.17 -1.14 -3.83  0.123
H -2.54 -0.56 -2.20  0.110
H -3.18 1.00 -4.73  0.118
H -4.33 -0.03 -3.85  0.116
H -4.40 2.19 -3.16  0.089

As for the electronic energy: -1836.1590 Ha. For the lowest unoccupied orbital energy, the calculation gives 0.5 eV. The calculation puts the highest occupied orbital energy at -0.3168 Ha. As for the SMILES: CCO[C@H]1OC(C(=O)N2CCN(Cc3ccccc3)CC2)=C[C@@H](c2ccc(C(F)(F)F)cc2)[C@@H]1CCCO. The relative energy (zero: lowest compared OMol25 entry of this formula, charge and spin) is 0.5 kcal per mole.



[3]
A structure of composition C29H35N2O4PS2W. Source: the Open Molecules 2025 dataset; level of theory: ωB97M-V with the def2-TZVPD basis set.

Last column: Löwdin charge in e.
Atoms and positions in Å:
W -0.58 0.28 -0.20  1.174
O 3.98 4.02 0.48  0.174
C 4.03 3.07 1.40  -0.477
O 4.79 3.10 2.32  0.163
C 3.07 1.92 1.29  -0.010
C 3.05 0.87 2.19  0.067
N 2.02 0.07 1.86  0.089
N 1.38 0.53 0.78  -0.105
C 1.99 1.66 0.44  -0.150
C 1.36 2.38 -0.68  -0.448
O 1.79 3.35 -1.22  0.205
O 0.20 1.78 -1.10  -0.236
H 3.29 3.90 -0.20  0.088
H 3.70 0.66 3.03  0.166
H 1.70 -0.76 2.34  0.180
C -4.20 -1.15 -3.08  -0.071
C -3.43 -0.50 -1.97  -0.651
S -1.71 -0.64 -1.99  0.762
C -3.94 0.16 -0.91  -0.644
C -5.39 0.39 -0.65  -0.069
S -2.82 0.71 0.30  0.885
H -3.56 -1.36 -3.94  0.080
H -5.01 -0.50 -3.40  0.096
H -4.64 -2.09 -2.74  0.105
H -5.93 0.53 -1.58  0.093
H -5.54 1.27 -0.02  0.085
H -5.82 -0.47 -0.13  0.107
C 1.41 0.57 -3.66  -0.113
C 1.20 -0.91 -3.36  -0.387
P 1.07 -1.39 -1.59  0.886
C 0.53 -3.15 -1.58  -0.393
C 0.83 -3.95 -2.84  -0.110
C 2.79 -1.40 -0.98  -0.369
C 3.73 -2.39 -1.68  -0.107
H 1.54 0.69 -4.74  0.096
H 2.32 0.96 -3.19  0.080
H 0.57 1.18 -3.35  0.056
H 2.06 -1.49 -3.72  0.086
H 0.34 -1.31 -3.88  0.070
H -0.55 -3.15 -1.40  0.041
H 1.01 -3.60 -0.71  0.092
H 0.22 -3.62 -3.68  0.080
H 0.59 -5.00 -2.66  0.093
H 1.87 -3.89 -3.14  0.068
H 2.76 -1.63 0.09  0.073
H 3.18 -0.38 -1.07  0.084
H 3.38 -3.41 -1.58  0.073
H 4.72 -2.33 -1.21  0.093
H 3.86 -2.16 -2.73  0.079
C -2.04 -3.77 2.43  -0.038
C -1.33 -3.12 1.43  -0.054
C -0.97 -1.78 1.60  -0.128
C -1.35 -1.07 2.75  -0.242
C -2.04 -1.76 3.75  0.004
C -2.38 -3.09 3.59  -0.021
C -1.12 0.36 2.87  -0.101
C -0.87 1.14 1.82  -0.355
C -0.53 2.58 1.94  -0.263
C 0.31 2.99 2.99  -0.041
C 0.67 4.31 3.13  -0.043
C 0.21 5.26 2.22  -0.040
C -0.63 4.87 1.18  -0.042
C -0.99 3.54 1.04  -0.063
H -2.30 -4.81 2.31  0.123
H -1.04 -3.67 0.55  0.091
H -0.19 -1.43 0.87  0.023
H -2.33 -1.22 4.64  0.132
H -2.91 -3.60 4.38  0.127
H -1.22 0.81 3.86  0.139
H 0.67 2.25 3.70  0.117
H 1.32 4.61 3.94  0.122
H 0.50 6.30 2.33  0.121
H -1.00 5.61 0.49  0.121
H -1.65 3.26 0.23  0.087

As for the electronic energy: -2740.8469 Ha. For the lowest unoccupied orbital energy (alpha / beta), the calculation gives -8.0 / -8.0 eV. The calculation puts the highest occupied orbital energy (alpha / beta) at -0.5123 / -0.5123 Ha. The net charge is +2.



[4]
A structure of composition C29H35N7O2PSeTc. Source: the Open Molecules 2025 dataset; level of theory: ωB97M-V with the def2-TZVPD basis set.

Last column: Löwdin charge in e.
Atoms and positions in Å:
Tc 0.06 1.25 -0.24  1.212
N 2.22 0.73 -0.06  -0.063
C 2.99 1.98 0.20  -0.200
C 2.37 3.11 -0.60  -0.205
N 0.95 3.25 -0.16  -0.063
H 2.41 0.05 0.67  0.108
H 2.52 0.31 -0.93  0.068
H 4.05 1.87 -0.07  0.135
H 2.93 2.20 1.26  0.126
H 2.38 2.87 -1.66  0.100
H 2.93 4.03 -0.45  0.139
H 0.49 3.93 -0.76  0.114
H 0.95 3.66 0.77  0.114
N -1.80 2.19 2.06  -0.086
P -0.62 0.97 2.01  0.987
C -1.43 -0.60 2.40  -0.353
C -2.70 -0.61 3.00  -0.080
C -3.23 -1.80 3.45  -0.038
C -2.52 -2.99 3.30  -0.031
C -1.28 -2.98 2.67  -0.047
C -0.74 -1.79 2.22  -0.132
C 0.42 1.34 3.44  -0.342
C 1.18 0.32 4.02  -0.082
C 1.90 0.56 5.18  -0.039
C 1.86 1.81 5.77  -0.028
C 1.13 2.84 5.19  -0.046
C 0.42 2.61 4.02  -0.098
C -2.35 2.70 0.90  -0.355
C -3.48 3.51 0.94  0.025
C -3.97 4.04 -0.24  0.001
C -3.31 3.76 -1.44  -0.025
C -2.21 2.94 -1.40  -0.133
N -1.73 2.41 -0.25  -0.096
H -2.24 2.44 2.93  0.127
H -3.27 0.31 3.11  0.105
H -4.20 -1.80 3.93  0.124
H -2.93 -3.92 3.66  0.126
H -0.74 -3.91 2.54  0.126
H 0.22 -1.79 1.71  0.106
H 1.19 -0.67 3.59  0.096
H 2.47 -0.24 5.63  0.124
H 2.40 1.99 6.69  0.127
H 1.11 3.82 5.65  0.123
H -0.13 3.43 3.57  0.098
H -3.97 3.72 1.88  0.132
H -4.84 4.68 -0.23  0.136
H -3.67 4.16 -2.37  0.127
H -1.68 2.68 -2.30  0.078
N -2.82 -0.49 -0.41  0.028
C -2.25 -1.80 -0.65  -0.153
C -0.74 -1.75 -0.95  -0.592
O -0.18 -2.73 -1.40  0.093
O -0.07 -0.66 -0.66  -0.334
H -3.54 -0.52 0.31  0.081
H -3.24 -0.11 -1.25  0.085
H -2.71 -2.34 -1.47  0.132
H -2.35 -2.42 0.24  0.117
C -0.56 -2.10 -4.86  0.023
N 0.77 -1.92 -4.30  -0.038
C 1.29 -0.81 -3.75  -0.681
Se 0.41 0.77 -3.40  0.912
N 2.58 -1.06 -3.41  0.142
C 2.89 -2.36 -3.72  -0.130
C 4.04 -3.12 -3.52  0.030
C 3.96 -4.45 -3.88  0.005
C 2.78 -5.01 -4.43  0.003
C 1.64 -4.26 -4.63  0.047
C 1.71 -2.92 -4.26  -0.120
H -1.12 -1.17 -4.77  0.068
H -1.07 -2.90 -4.33  0.114
H -0.47 -2.36 -5.91  0.123
H 3.26 -0.34 -3.23  0.168
H 4.94 -2.70 -3.11  0.131
H 4.82 -5.08 -3.74  0.133
H 2.77 -6.06 -4.68  0.134
H 0.74 -4.70 -5.03  0.135

As for the electronic energy: -4482.6424 Ha. For the lowest unoccupied orbital energy (alpha / beta), the calculation gives -8.6 / -11.4 eV. The calculation puts the highest occupied orbital energy (alpha / beta) at -0.6056 / -0.6068 Ha. The expectation value of S² is 3.798. The net charge is +3. Its spin multiplicity is 4. The relative energy (zero: lowest compared OMol25 entry of this formula, charge and spin) is 35.7 kcal per mole.



[5]
A structure of composition C29H36BN13O4V at a distorted geometry. Source: the Open Molecules 2025 dataset; level of theory: ωB97M-V with the def2-TZVPD basis set.

Last column: Löwdin charge in e.
Atoms and positions in Å:
V -0.62 -0.47 0.44  0.589
C -3.62 1.67 2.48  -0.054
C -2.30 1.22 2.29  -0.124
N -2.21 0.53 1.17  -0.045
N -3.43 0.52 0.61  0.049
C -4.30 1.19 1.38  -0.073
B -3.65 -0.18 -0.76  -0.601
N -2.68 0.40 -1.81  0.033
C -2.95 0.98 -3.00  -0.075
C -1.76 1.36 -3.57  -0.064
C -0.79 0.96 -2.63  -0.149
N -1.36 0.38 -1.59  0.024
N -3.26 -1.68 -0.57  0.054
C -3.90 -2.86 -0.75  -0.079
C -3.01 -3.87 -0.47  -0.058
C -1.83 -3.22 -0.12  -0.145
N -1.99 -1.90 -0.19  -0.033
N -5.10 0.08 -1.21  0.001
C -6.17 -0.71 -1.45  -0.085
C -7.23 0.09 -1.80  -0.081
C -6.71 1.39 -1.74  -0.171
N -5.43 1.37 -1.39  0.058
H -4.01 2.26 3.29  0.082
H -1.43 1.37 2.91  0.115
H -5.34 1.31 1.11  0.106
H -3.96 1.09 -3.36  0.106
H -1.61 1.85 -4.51  0.081
H 0.28 1.09 -2.68  0.104
H -4.92 -2.94 -1.05  0.080
H -3.20 -4.93 -0.51  0.084
H -0.89 -3.63 0.19  0.101
H -6.15 -1.78 -1.38  0.082
H -8.23 -0.22 -2.05  0.081
H -7.20 2.33 -1.94  0.094
C 4.14 -0.83 -4.02  -0.077
C 4.73 -1.02 -2.63  -0.409
C 4.69 0.28 -1.83  -0.076
C 4.03 -2.17 -1.89  -0.117
N 2.65 -1.90 -1.57  -0.102
C 2.13 -1.25 -0.51  -0.109
N 0.82 -1.31 -0.59  -0.061
N 0.55 -2.01 -1.72  0.033
N 1.63 -2.38 -2.30  0.068
H 4.66 -0.03 -4.55  0.076
H 3.08 -0.56 -3.95  0.075
H 4.22 -1.75 -4.61  0.076
H 5.78 -1.33 -2.73  0.133
H 3.67 0.65 -1.75  0.076
H 5.28 1.04 -2.34  0.084
H 5.10 0.16 -0.83  0.070
H 4.55 -2.40 -0.96  0.131
H 4.03 -3.06 -2.52  0.123
H 2.71 -0.74 0.24  0.121
C 1.85 -2.12 2.60  -0.086
C 0.42 -1.95 3.12  -0.684
C 0.45 -0.97 4.31  -0.082
C -0.07 -3.32 3.65  -0.089
C -0.54 -1.40 2.08  -0.186
H 2.49 -2.58 3.36  0.074
H 2.26 -1.14 2.35  0.064
H 1.86 -2.74 1.71  0.066
H 1.07 -1.36 5.13  0.069
H -0.56 -0.82 4.68  0.073
H 0.85 -0.01 3.98  0.073
H 0.59 -3.69 4.45  0.067
H -0.09 -4.06 2.85  0.068
H -1.08 -3.22 4.05  0.071
H -1.55 -1.59 2.47  0.043
O -0.54 2.62 0.06  0.033
C 0.50 2.15 0.51  -0.594
O 0.72 0.93 0.85  -0.135
C 1.67 3.09 0.72  -0.093
C 1.44 4.46 0.77  0.004
C 2.48 5.35 1.00  -0.064
C 3.77 4.88 1.17  -0.013
C 4.00 3.51 1.11  -0.149
C 2.95 2.62 0.89  0.065
N 5.34 3.01 1.27  -0.360
O 6.24 3.81 1.45  0.060
O 5.53 1.81 1.24  0.059
H 0.42 4.82 0.62  0.120
H 2.30 6.41 1.04  0.102
H 4.60 5.54 1.35  0.111
H 3.15 1.55 0.87  0.108

As for the electronic energy: -3108.3855 Ha. For the lowest unoccupied orbital energy (alpha / beta), the calculation gives 1.6 / 1.6 eV. The calculation puts the highest occupied orbital energy (alpha / beta) at -0.1006 / -0.1026 Ha. The expectation value of S² is 2.383. The net charge is -1. Its spin multiplicity is 3.



[6]
A structure of composition C29H36CrN10O4. Source: the Open Molecules 2025 dataset; level of theory: ωB97M-V with the def2-TZVPD basis set.

Last column: Löwdin charge in e.
Atoms and positions in Å:
Cr 0.27 -0.21 0.08  0.770
C -1.92 1.88 -1.61  -0.068
O -1.43 1.59 -0.30  -0.270
C -1.66 2.65 0.60  -0.169
C -1.15 2.19 1.94  -0.156
O 0.17 1.70 1.74  -0.185
C 0.76 1.24 2.94  -0.176
C 2.11 0.72 2.58  -0.153
O 1.95 -0.21 1.51  -0.307
C 3.16 -0.90 1.19  -0.037
H -3.01 1.82 -1.64  0.114
H -1.60 2.87 -1.93  0.108
H -1.50 1.14 -2.29  0.069
H -1.13 3.55 0.28  0.143
H -2.73 2.88 0.67  0.149
H -1.15 3.02 2.64  0.148
H -1.79 1.39 2.34  0.136
H 0.85 2.04 3.68  0.152
H 0.14 0.44 3.35  0.123
H 2.77 1.53 2.25  0.146
H 2.55 0.24 3.45  0.148
H 3.55 -1.40 2.07  0.107
H 2.92 -1.64 0.43  0.095
H 3.91 -0.21 0.80  0.106
C 3.47 3.32 -2.79  -0.049
N 2.79 2.10 -2.33  -0.095
C 1.99 1.92 -1.29  -0.073
N 1.56 0.66 -1.29  -0.008
C 2.14 0.12 -2.41  -0.173
N 2.90 0.97 -3.05  0.157
C 2.52 4.32 -3.42  -0.203
C 2.72 5.68 -3.24  -0.026
C 1.90 6.60 -3.88  -0.039
C 0.84 6.17 -4.66  0.004
C 0.61 4.81 -4.81  -0.128
C 1.46 3.89 -4.21  0.024
C -0.59 4.35 -5.51  -0.285
N -1.49 5.06 -6.11  0.136
N -2.52 4.20 -6.43  0.137
C -2.18 3.03 -6.00  -0.285
O -0.96 3.05 -5.41  0.112
C -2.99 1.82 -5.90  -0.130
C -4.36 1.88 -6.14  0.006
C -5.15 0.77 -5.88  -0.036
C -4.59 -0.39 -5.38  -0.018
C -3.22 -0.46 -5.17  -0.209
C -2.59 -1.68 -4.53  -0.043
N -2.20 -1.40 -3.13  -0.079
C -0.99 -1.19 -2.65  -0.112
N -1.07 -0.84 -1.37  -0.045
C -2.43 -0.84 -1.14  -0.202
N -3.13 -1.17 -2.19  0.177
C -2.42 0.64 -5.44  0.017
H 4.20 2.99 -3.52  0.142
H 3.99 3.77 -1.95  0.134
H 1.74 2.68 -0.56  0.161
H 2.05 -0.91 -2.71  0.122
H 3.54 6.03 -2.62  0.121
H 2.07 7.66 -3.74  0.119
H 0.18 6.87 -5.15  0.126
H 1.30 2.82 -4.36  0.118
H -4.79 2.81 -6.51  0.127
H -6.22 0.82 -6.05  0.119
H -5.21 -1.25 -5.15  0.122
H -1.68 -1.98 -5.05  0.135
H -3.28 -2.52 -4.52  0.134
H -0.08 -1.32 -3.21  0.135
H -2.88 -0.58 -0.19  0.130
H -1.35 0.59 -5.28  0.124
C -2.30 -4.13 2.54  0.007
N -1.72 -2.86 3.00  -0.159
C -2.00 -2.38 4.37  0.006
C -1.17 -2.04 2.15  -0.182
N -0.69 -1.31 1.39  0.138
H -2.27 -4.84 3.36  0.099
H -1.72 -4.53 1.71  0.100
H -3.34 -4.00 2.22  0.102
H -2.17 -3.24 5.00  0.099
H -2.89 -1.75 4.39  0.101
H -1.15 -1.82 4.75  0.095

As for the electronic energy: -3019.1954 Ha. For the lowest unoccupied orbital energy (alpha / beta), the calculation gives -4.4 / -4.8 eV. The calculation puts the highest occupied orbital energy (alpha / beta) at -0.4689 / -0.4689 Ha. The expectation value of S² is 6.010. The net charge is +2. Its spin multiplicity is 5. The relative energy (zero: lowest compared OMol25 entry of this formula, charge and spin) is 0.0 kcal per mole.